Computed, not measured: a molecular structure, C18H24BBr2F4IrN3OS, with ωB97M-V/def2-TZVPD.

```
55
Properties=species:S:1:pos:R:3
Ir -0.349 -2.843 0.350
Br 4.083 -0.333 -0.017
C 2.946 -0.583 1.460
C 3.210 0.084 2.672
C 2.360 -0.015 3.740
Br 2.761 0.895 5.340
C 1.170 -0.779 3.637
C 0.171 -0.923 4.625
C -0.961 -1.645 4.356
C -1.143 -2.234 3.099
N -0.203 -2.134 2.172
C 0.949 -1.433 2.416
C 1.837 -1.386 1.321
O 1.508 -2.071 0.242
H 4.104 0.688 2.750
H 0.306 -0.449 5.588
H -1.739 -1.765 5.096
H -2.033 -2.788 2.843
C 0.763 4.231 0.525
C -0.414 3.635 -0.240
C -1.108 2.488 0.493
C -0.184 1.332 0.853
N 0.529 0.813 -0.320
C 0.154 -0.167 -1.124
S -1.297 -1.127 -0.727
N 0.835 -0.412 -2.221
C 0.528 -1.405 -3.260
C -0.595 -0.987 -4.200
C -0.321 0.246 -5.061
C -0.350 1.584 -4.323
H 1.163 5.102 0.009
H 1.590 3.523 0.643
H 0.462 4.547 1.526
H -0.086 3.297 -1.229
H -1.154 4.413 -0.431
H -1.934 2.103 -0.111
H -1.546 2.856 1.425
H -0.748 0.518 1.303
H 0.583 1.640 1.565
H 1.361 1.327 -0.586
H 1.664 0.147 -2.376
H 0.295 -2.352 -2.775
H 1.458 -1.550 -3.811
H -1.511 -0.841 -3.620
H -0.782 -1.844 -4.851
H -1.084 0.272 -5.842
H 0.633 0.125 -5.583
H -1.244 1.669 -3.700
H -0.365 2.411 -5.032
H 0.521 1.736 -3.682
F -4.307 -4.610 0.254
B -3.576 -3.942 1.129
F -2.039 -3.868 0.203
F -3.764 -2.618 1.263
F -3.106 -4.577 2.221
```

- Frontier orbital gap: 6.35 eV
- Total charge: +1
- Energy relative to the best compared isomer or geometry (same formula, charge and spin): 15.5 kcal/mol
- HOMO level: -0.4211 Ha
- LUMO level: -0.1877 Eh